Density functional theory data (wB97M-V/def2-TZVPD) for a structure of composition C38H106Li2O22.

The geometry in ORCA input format:
```
! wB97M-V def2-TZVPD RIJCOSX def2/J DEFGRID3
* xyz 0 1
Li 1.9955 0.0684 1.9617
Li 3.0469 1.4474 -0.9571
O 4.9339 2.7166 2.3318
C 3.9934 1.8451 1.9027
O 4.0335 1.4908 0.7111
O 3.1583 1.4802 2.8097
H 4.7797 2.8151 3.2532
O -0.8140 0.5026 -0.9345
C 0.4543 0.4036 -0.4999
O 1.3620 0.7882 -1.2684
O 0.6573 0.0021 0.6915
H -1.3662 0.5547 -0.1371
C 1.4573 -4.0096 6.5396
C 2.4345 -3.8648 5.4486
C 3.2878 -5.0875 5.2590
O 1.5721 -3.6782 4.2364
H 0.8645 -4.9751 6.4188
H 0.7578 -3.2079 6.6802
H 1.9370 -4.0826 7.5020
H 3.1109 -2.9717 5.5502
H 2.6424 -5.9889 5.2639
H 3.9925 -5.1629 6.0758
H 3.8101 -4.9992 4.3258
H 1.8964 -4.1020 3.4066
C -4.6357 0.4737 2.1563
C -3.2347 0.7701 1.6716
C -2.2710 0.9077 2.8513
O -2.7267 -0.1985 0.6778
H -4.5932 -0.4170 2.7396
H -5.3444 0.3595 1.3035
H -5.0198 1.3287 2.7684
H -3.2558 1.6830 1.0883
H -1.2208 0.7572 2.6498
H -2.6080 0.2032 3.5867
H -2.4901 1.8995 3.2863
H -2.5665 -1.0518 1.1208
C 1.1305 -2.6169 -2.1148
C 0.1462 -2.9511 -1.0107
C -0.3628 -4.3596 -1.1629
O 0.7682 -2.8604 0.2613
H 1.4211 -1.5585 -1.9111
H 0.6716 -2.7556 -3.1382
H 1.9735 -3.3214 -1.9349
H -0.7621 -2.3258 -1.0649
H -1.1193 -4.5746 -0.4079
H 0.4169 -5.1386 -1.1508
H -0.8655 -4.4287 -2.1463
H 0.7168 -1.9243 0.6262
C 4.3152 4.8881 -1.6405
C 2.8312 4.8533 -1.9835
C 2.5833 5.2917 -3.3910
O 2.4757 3.5096 -1.7172
H 4.8345 4.1360 -2.2123
H 4.4783 4.5349 -0.5532
H 4.8840 5.8613 -1.6903
H 2.2552 5.4353 -1.2598
H 1.5062 5.1608 -3.6202
H 3.2066 4.6589 -4.0173
H 2.7776 6.3493 -3.5470
H 1.5110 3.3625 -1.8806
C 1.4812 0.8387 -6.3358
C 1.1846 1.2183 -4.9428
O 1.0448 0.1304 -4.0759
H 0.6986 0.2376 -6.8065
H 2.3947 0.2592 -6.3131
H 1.6581 1.7629 -6.9571
H 0.2904 1.9166 -4.9147
H 1.9844 1.9054 -4.6230
H 0.8284 0.4274 -3.1621
C 1.2539 4.0569 2.5961
C 0.7680 3.3257 1.3521
O -0.2368 4.1428 0.6368
H 1.5903 5.0747 2.3985
H 2.1013 3.4966 2.8637
H 0.5178 4.2367 3.4039
H 0.3797 2.3072 1.5399
H 1.6536 3.1266 0.7048
H -0.3044 3.8600 -0.3038
C 0.7991 1.1665 4.7895
C 0.9837 -0.3609 4.9307
O 1.1005 -0.9551 3.5816
H 0.6264 1.4902 5.8619
H -0.0255 1.5154 4.1320
H 1.6404 1.5901 4.3169
H 0.0687 -0.7178 5.4322
H 1.8386 -0.5198 5.5767
H 1.1940 -1.9020 3.7222
C -2.0069 -1.2745 -4.3427
C -2.8126 -1.3239 -5.6954
O -3.0623 -0.0879 -6.3049
H -0.9260 -1.1189 -4.4742
H -2.1647 -2.1591 -3.7116
H -2.4383 -0.4187 -3.7947
H -3.7332 -1.8340 -5.5128
H -2.2563 -1.9797 -6.4235
H -2.3705 0.5623 -6.0703
C 5.1276 -1.3478 2.9564
C 4.6454 -1.5856 1.5345
O 3.2307 -1.4337 1.4311
H 5.0060 -0.2715 3.2124
H 6.1802 -1.5530 3.1610
H 4.5771 -1.9084 3.7211
H 4.9317 -2.6153 1.1938
H 5.1743 -0.8666 0.9535
H 2.8078 -2.2330 1.7882
C -1.9642 -4.3379 2.8778
C -2.6685 -2.9880 3.1689
O -3.4710 -2.5958 2.0692
H -1.5316 -4.7385 3.7747
H -1.1701 -4.1782 2.1507
H -2.5907 -5.1623 2.5101
H -1.9788 -2.1838 3.4306
H -3.2970 -3.2151 4.0713
H -3.7550 -3.4069 1.6652
C -7.0384 1.9455 -2.9032
C -6.0991 2.3975 -1.7645
O -4.7858 2.1516 -2.2167
H -7.0121 2.5808 -3.7336
H -8.0486 1.8172 -2.4312
H -6.7497 0.9578 -3.2603
H -6.3347 1.8179 -0.8991
H -6.1241 3.4437 -1.4984
H -4.6797 1.1881 -2.0788
C 4.4187 -1.6942 -1.8362
C 4.4819 -0.5172 -2.8393
O 4.5202 0.7439 -2.2019
H 3.6446 -1.5049 -1.0472
H 5.3753 -1.8135 -1.3155
H 4.1780 -2.5684 -2.4304
H 3.6056 -0.4366 -3.4568
H 5.3647 -0.5221 -3.5344
H 5.3049 0.8385 -1.6413
C -1.9523 4.6030 -3.0534
C -1.4925 3.2180 -3.0887
O -0.4291 2.9322 -2.2229
H -2.3189 4.8863 -2.0765
H -2.7365 4.7347 -3.7908
H -1.0813 5.2413 -3.2728
H -1.0621 3.0209 -4.0955
H -2.3301 2.5339 -2.9129
H -0.6085 1.9914 -2.0214
C -5.9556 -2.6315 -2.3728
C -5.2939 -1.9441 -1.2264
O -4.4589 -0.8970 -1.6866
H -5.2564 -3.0098 -3.0260
H -6.7352 -1.9739 -2.9248
H -6.5536 -3.4866 -2.0690
H -4.7680 -2.7201 -0.6232
H -6.0013 -1.5245 -0.5447
H -4.0548 -0.5790 -0.8352
C 4.1523 -5.1663 0.2508
C 3.0223 -5.5368 1.1386
O 2.4558 -4.4005 1.7862
H 3.9437 -4.4543 -0.6118
H 4.6821 -6.0317 -0.1302
H 4.9697 -4.6602 0.8022
H 3.3917 -6.2124 1.9150
H 2.3368 -6.1148 0.5505
H 1.8240 -4.0159 1.1995
C -3.8508 5.9480 0.5268
C -3.8197 4.4872 0.8940
O -2.8802 4.1539 1.9124
H -4.0719 6.5294 1.4251
H -4.5389 6.1005 -0.2944
H -2.9491 6.3483 0.1016
H -3.6566 3.8682 0.0042
H -4.7762 4.2631 1.3565
H -1.9902 4.3733 1.5558
*
```

Summary:
DFT total energy = -3181.9620 Eh
highest occupied orbital energy = -9.5305 eV
frontier orbital gap = 9.911 eV